52
Properties=species:S:1:pos:R:3 method="wB97M-V/def2-TZVPD" charge=0 orbital_gap_ev=9.674 multiplicity=1 molar_mass_g_mol=469.39 total_energy_ev=-46593.75443 smiles="O=S1(=O)C[C@@H](I)CCO1.CCCC#N.CCCC#N.CCCC#N" largest_force_ha_per_bohr=0.031
O 0.674 2.304 1.178
S 0.790 1.255 0.229
O 1.114 1.684 -1.096
C -0.750 0.319 0.140
C -0.388 -1.133 0.425
I -2.090 -2.436 0.445
C 0.662 -1.522 -0.599
C 2.011 -0.901 -0.218
O 1.893 0.205 0.691
H -1.466 0.694 0.844
H -1.071 0.394 -0.883
H 0.041 -1.157 1.415
H 0.761 -2.583 -0.685
H 0.398 -1.120 -1.569
H 2.566 -0.618 -1.096
H 2.579 -1.668 0.284
C -3.562 4.135 2.755
C -3.669 4.435 1.264
C -4.611 3.476 0.527
C -4.136 2.095 0.642
N -3.737 1.033 0.732
H -3.143 3.144 2.933
H -2.907 4.857 3.241
H -4.540 4.186 3.237
H -2.675 4.386 0.815
H -4.033 5.455 1.126
H -4.668 3.734 -0.530
H -5.619 3.532 0.942
C 2.799 2.949 -3.437
C 3.698 3.180 -4.646
C 3.300 2.323 -5.852
C 3.390 0.895 -5.530
N 3.460 -0.210 -5.266
H 2.861 1.921 -3.084
H 3.093 3.593 -2.609
H 1.755 3.163 -3.674
H 4.733 2.966 -4.373
H 3.655 4.233 -4.935
H 3.956 2.527 -6.699
H 2.278 2.546 -6.158
C -1.060 -5.417 4.077
C -0.270 -6.434 3.260
C 1.133 -5.941 2.892
C 1.056 -4.722 2.085
N 0.996 -3.772 1.461
H -1.226 -4.496 3.515
H -2.038 -5.818 4.342
H -0.536 -5.165 5.001
H -0.824 -6.671 2.349
H -0.177 -7.361 3.828
H 1.667 -6.700 2.320
H 1.714 -5.727 3.790